ORCA calculation (ωB97M-V/def2-TZVPD) on a structure of composition CHO3Sc in a non-equilibrium geometry.

Element x y z (Å)
O -0.58737 -1.23593 -0.06941
O 0.08652 0.78320 0.30552
C 0.19780 -0.34353 -0.51228
Sc -1.57161 -0.24134 1.48487
O 1.08922 -0.39420 -1.33682
H 0.78545 1.43180 0.12812

Properties
- E_LUMO (alpha / beta) (eV) = -6.41 / -6.50
- 2S+1 = 2
- orbital gap (alpha / beta) (eV) = 7.38 / 8.23
- total charge = +1
- maximum force (eV Å⁻¹) = 4.7
- ΔE to the lowest compared entry with this formula, charge and spin (kcal per mole) = 0.0
- HOMO energy (alpha / beta) (Eh) = -0.5069 / -0.5412

***

ORCA calculation (ωB97M-V/def2-TZVPD) on an isolated molecule of C5H8 in a non-equilibrium geometry.

Element x y z (Å)
H 0.78114 1.86539 -0.01005
C 1.05907 -0.12047 0.89169
H 2.02404 0.10801 1.33614
H -0.68995 -0.80006 -0.73876
C 0.54774 0.81551 -0.15759
C -1.73857 -0.30584 0.17816
C -0.78506 0.45923 -0.61273
H -1.45521 -1.20383 0.70945
H -2.74480 0.05784 0.36586
H 2.14552 -0.35092 -1.17296
H -0.78959 0.63601 -1.69934
C 1.24289 -0.43225 -0.57636
H 0.40279 -0.72863 1.48648

Properties
- E_LUMO (eV) = -0.52
- orbital gap (eV) = 6.35
- total charge = 0
- maximum force (eV Å⁻¹) = 2.0
- ΔE to the lowest compared entry with this formula, charge and spin (kcal per mole) = 185.8
- HOMO energy (Eh) = -0.2524

***

ORCA calculation (ωB97M-V/def2-TZVPD) on the ion C3H10NS with charge +1 in a non-equilibrium geometry.

Element x y z (Å)
H 0.87826 -0.26645 1.62565
S 2.46920 -0.00452 0.03310
H -2.03266 -0.82205 0.75174
H -0.80410 1.90177 -0.44742
H 0.75454 1.77446 -0.14181
C 0.90960 -0.59640 0.62286
H 0.90445 -1.71533 0.61447
N -0.16819 -0.07079 -0.15172
H -2.10053 -0.06830 -0.95369
C -1.49324 -0.70373 -0.29204
H 2.52098 -0.53809 -1.17179
H -0.42258 1.60820 1.15839
H 0.14944 -0.11501 -1.16511
C -0.22296 1.38913 0.19099
H -1.34221 -1.77290 -0.67363

Properties
- SMILES = C[NH+](C)CS
- E_LUMO (eV) = -3.48
- orbital gap (eV) = 10.63
- total charge = +1
- maximum force (eV Å⁻¹) = 4.1
- ΔE to the lowest compared entry with this formula, charge and spin (kcal per mole) = 36.8
- HOMO energy (Eh) = -0.5185

***

ORCA calculation (ωB97M-V/def2-TZVPD) on a structure of composition C16H16F3NO in a non-equilibrium geometry.

Element x y z (Å)
H 4.90722 -0.08498 4.80628
C 2.66118 -0.83600 3.64278
H 2.28970 1.16727 1.96453
H 1.58927 -0.79183 6.16495
C 4.71942 -1.18592 2.26083
C -0.52424 -1.84518 2.33185
F -3.64217 -1.98234 -0.42223
H 1.82395 -3.41856 0.41758
O 1.77463 -2.30004 2.79706
F -2.16747 -0.82081 -1.57029
H -0.04350 -3.32837 -1.22170
C 4.54501 -1.04732 5.19522
C -1.32496 -2.25394 0.11563
C -0.14441 -2.88897 -0.22945
H 4.61147 -1.03845 6.28504
C 2.21832 -1.64575 5.87595
C 3.56629 -0.44529 2.55359
H 5.19181 -1.84995 4.82052
C -2.37579 -2.02249 -0.93608
H -0.68039 -1.47212 3.33853
C 5.63785 -0.68863 1.33236
C -1.54200 -1.77879 1.39688
H -2.52393 -1.39384 1.66365
H 3.89914 2.03554 0.23981
H 1.72318 -0.27981 3.72649
H 6.06105 0.83451 -0.14899
C 0.88406 -2.95476 0.69116
H 4.89470 -2.14152 2.76242
H 6.57648 -1.22002 1.17495
C 4.15027 1.15215 0.83162
N 3.15377 -1.28404 4.81286
H 1.57022 -2.46391 5.54704
H 2.80322 -1.96583 6.73679
F -2.36658 -2.98852 -1.90204
C 3.25466 0.68953 1.79796
C 5.35772 0.48364 0.61171
C 0.76283 -2.35097 1.98236

Properties
- E_LUMO (eV) = 0.00
- orbital gap (eV) = 7.62
- total charge = 0
- maximum force (eV Å⁻¹) = 1.9
- HOMO energy (Eh) = -0.2804